{"formula": "C33H40Cl7N3NiO4SbSi3", "method": "ωB97M-V/def2-TZVPD", "spin_multiplicity": 3, "e_homo_ev": [-4.90, -4.95], "s_squared": 2.01, "total_charge": -1, "orbital_gap_ev": [6.98, 7.03], "lumo_ev": [2.1, 2.1], "species": ["Ni", "C", "O", "C", "C", "C", "C", "C", "C", "N", "N", "C", "C", "C", "C", "O", "C", "N", "C", "C", "C", "C", "H", "H", "H", "H", "H", "H", "H", "H", "H", "H", "H", "H", "Cl", "C", "C", "C", "Cl", "C", "Cl", "C", "Cl", "C", "Cl", "C", "Si", "C", "C", "Sb", "Si", "C", "C", "C", "Si", "C", "C", "C", "H", "H", "H", "H", "H", "H", "H", "H", "H", "H", "H", "H", "H", "H", "H", "H", "H", "H", "H", "H", "H", "H", "H", "H", "H", "H", "H", "Cl", "C", "Cl", "C", "O", "O", "H"], "positions_angstrom": [[-0.7256, -1.8081, -1.4117], [4.3868, 3.5191, 4.2282], [3.8894, 2.4318, 4.9851], [4.0996, 1.2134, 4.4533], [3.6851, 0.1372, 5.2121], [3.8937, -1.1547, 4.7582], [4.4758, -1.3958, 3.5188], [4.8709, -0.3045, 2.7532], [4.7003, 1.0005, 3.2207], [4.9038, -2.7718, 3.1938], [4.6869, -3.3193, 2.0896], [3.7147, -2.7635, 1.1447], [4.0950, -2.5383, -0.1469], [3.2550, -1.8923, -1.0814], [1.9458, -1.5680, -0.7545], [1.1240, -0.8911, -1.5018], [1.4647, -2.0709, 0.5089], [0.1023, -2.0800, 0.6582], [-0.4067, -2.5412, 1.7721], [0.3923, -3.0023, 2.8359], [1.7530, -3.0196, 2.6965], [2.3460, -2.5706, 1.4933], [4.1739, 4.4131, 4.8001], [3.8942, 3.5913, 3.2562], [5.4628, 3.4366, 4.0756], [3.2047, 0.3263, 6.1714], [3.5873, -2.0012, 5.3705], [5.3527, -0.4658, 1.8001], [5.0268, 1.8312, 2.6005], [5.1109, -2.8130, -0.4285], [3.6100, -1.6589, -2.0817], [-1.4909, -2.5877, 1.8332], [-0.0824, -3.3692, 3.7403], [2.3805, -3.4100, 3.4914], [-3.8455, -1.1703, -3.0738], [-2.3973, -1.3262, -4.0745], [-1.1548, -1.6585, -3.5074], [-0.1444, -1.8504, -4.4638], [1.4200, -2.4615, -4.0004], [-0.3162, -1.6267, -5.8362], [1.0072, -1.7996, -6.9473], [-1.5642, -1.2725, -6.3336], [-1.7982, -1.0078, -8.0289], [-2.6266, -1.1594, -5.4507], [-4.2169, -0.8367, -6.0808], [-4.2846, 2.2756, -2.8318], [-2.5139, 2.4174, -2.2766], [-2.4285, 4.0616, -1.3671], [-1.4151, 2.4777, -3.7673], [-1.5377, 0.5703, -0.7712], [0.3926, 1.9326, 0.2272], [0.0065, 3.6706, 0.7720], [0.9439, 1.0519, 1.7630], [1.7401, 2.1169, -1.0204], [-3.4269, 0.7241, 0.9574], [-4.0677, 2.4641, 1.1306], [-4.8737, -0.2939, 0.4069], [-2.9307, 0.1413, 2.6601], [-4.6944, 3.2963, -2.9271], [-4.9086, 1.7202, -2.1123], [-4.3633, 1.7660, -3.8012], [-3.4440, 4.4750, -1.2362], [-1.8287, 4.7940, -1.9423], [-1.9764, 3.9634, -0.3677], [-1.8314, 3.1555, -4.5322], [-1.3150, 1.4722, -4.2095], [-0.4050, 2.8261, -3.4950], [-0.8879, 3.7264, 1.4189], [-0.1436, 4.3435, -0.0846], [0.8702, 4.0334, 1.3550], [0.1762, 0.3515, 2.1275], [1.1474, 1.7849, 2.5588], [1.8586, 0.4727, 1.5813], [1.4749, 2.8958, -1.7568], [1.9100, 1.1723, -1.5563], [2.6735, 2.4172, -0.5122], [-4.3390, 2.8920, 0.1482], [-3.3127, 3.1262, 1.5952], [-4.9713, 2.4626, 1.7710], [-5.3028, 0.0923, -0.5318], [-5.6525, -0.2561, 1.1876], [-4.6028, -1.3426, 0.2393], [-1.8448, 0.0089, 2.7650], [-3.4146, -0.8209, 2.8893], [-3.2578, 0.8793, 3.4096], [-2.5831, -3.2361, -0.7263], [-2.0784, -4.7591, -1.5709], [-2.6990, -4.8181, -3.2511], [-0.5402, -4.8676, -1.5744], [-0.1438, -6.0371, -1.6263], [0.1048, -3.7509, -1.5141], [-2.5254, -5.5829, -1.0592]], "atomic_forces_ev_per_a": [[0.997, -0.638, -0.752], [-0.154, 0.100, 0.124], [0.019, 0.825, 0.068], [0.143, -0.288, -0.401], [-0.237, -0.626, 0.346], [-0.205, -0.197, 0.206], [0.051, -0.516, -0.312], [0.033, -0.021, 0.068], [0.058, -0.286, -0.378], [-0.128, 0.414, -0.771], [-0.722, 0.660, 0.383], [0.395, 0.119, 0.825], [0.206, 0.330, -0.482], [0.411, -0.103, 0.081], [-0.438, 0.329, -0.269], [0.257, -0.638, 0.275], [-0.382, -0.107, 0.186], [0.619, 0.110, -0.004], [0.019, -0.020, 0.034], [-0.065, 0.026, 0.102], [0.046, 0.069, 0.044], [-0.213, -0.287, 0.072], [-0.041, 0.119, 0.095], [-0.046, -0.015, -0.025], [0.109, -0.016, 0.005], [0.129, -0.061, -0.210], [0.104, 0.148, -0.064], [-0.012, -0.023, -0.098], [-0.046, -0.267, 0.118], [-0.149, 0.096, -0.020], [-0.013, -0.030, 0.189], [0.080, 0.040, 0.031], [0.058, 0.047, -0.104], [-0.079, -0.001, -0.082], [0.406, 0.025, 0.175], [0.177, -0.118, -0.241], [-0.434, 0.051, -0.113], [0.002, 0.021, -0.077], [-0.164, 0.043, 0.058], [0.162, -0.029, 0.067], [-0.152, 0.023, 0.085], [0.014, -0.011, -0.091], [0.016, -0.019, 0.107], [-0.157, 0.029, 0.340], [0.197, 0.040, 0.086], [-0.635, -0.314, -0.039], [0.180, 0.065, 0.132], [0.075, 0.492, 0.405], [0.412, -0.074, -0.504], [-0.675, 0.727, 0.090], [-0.167, -0.083, -0.006], [-0.328, 0.639, 0.265], [0.130, -0.481, 0.551], [0.450, -0.019, -0.610], [0.222, 0.236, -0.091], [-0.147, 0.719, 0.022], [-0.468, -0.314, -0.365], [0.286, -0.232, 0.489], [0.117, -0.344, -0.022], [0.130, 0.224, -0.281], [-0.029, 0.065, 0.239], [0.398, -0.090, -0.082], [-0.244, -0.281, 0.240], [-0.455, 0.149, -0.610], [0.167, -0.175, 0.211], [-0.011, 0.311, 0.069], [-0.279, -0.116, -0.137], [0.375, 0.060, -0.168], [0.192, -0.143, 0.396], [-0.215, -0.097, -0.152], [0.336, 0.200, -0.032], [-0.005, -0.209, -0.144], [-0.151, 0.057, 0.094], [0.147, -0.223, 0.238], [0.014, 0.272, 0.149], [-0.264, -0.036, -0.174], [0.050, -0.145, 0.486], [-0.358, -0.209, -0.203], [0.351, 0.029, -0.228], [0.090, -0.159, 0.287], [0.186, -0.016, -0.227], [-0.083, 0.121, 0.011], [-0.308, 0.019, 0.061], [0.166, 0.240, -0.012], [0.088, -0.240, -0.149], [-0.673, -0.523, -0.052], [0.066, 0.550, -0.651], [0.062, 0.159, 0.428], [1.053, 0.651, 0.107], [-0.064, 1.107, 0.052], [-0.813, -1.629, -0.157], [-0.243, -0.287, 0.402]], "lowdin_spin": [1.660, 0.000, 0.000, 0.000, 0.000, 0.000, 0.000, 0.000, 0.000, 0.001, 0.000, 0.003, 0.000, 0.004, 0.003, 0.045, 0.003, 0.035, 0.002, 0.001, -0.002, 0.001, 0.000, 0.000, 0.000, 0.000, 0.000, 0.000, 0.000, 0.000, 0.000, 0.000, 0.000, 0.000, 0.004, 0.007, 0.052, 0.006, 0.003, 0.002, 0.002, -0.003, -0.001, 0.003, 0.002, 0.000, 0.008, 0.004, 0.000, 0.037, 0.006, 0.003, 0.000, 0.000, 0.011, 0.005, 0.000, 0.000, 0.000, 0.000, 0.000, 0.000, 0.000, 0.001, 0.000, 0.000, 0.000, 0.000, 0.000, 0.000, 0.000, 0.000, 0.000, 0.000, 0.000, 0.000, 0.000, 0.000, 0.001, 0.000, 0.000, 0.000, 0.000, 0.000, 0.000, 0.035, 0.001, 0.001, 0.003, 0.002, 0.043, 0.001]}